--- 1 ---
{"formula": "C4H6N2", "method": "ωB97M-V/def2-TZVPD", "elements": ["C", "C", "C", "C", "H", "H", "H", "H", "H", "H", "N", "N"], "positions_angstrom": [[1.17561, -0.00062, 0.49905], [0.36429, 0.72564, -0.51332], [-1.58419, -0.26922, 0.06808], [0.49323, -0.86725, -0.50468], [0.78013, -0.26027, 1.49551], [2.28335, 0.16768, 0.22841], [0.80788, 1.47594, -1.20730], [-0.99134, 1.65356, 0.62275], [-2.55284, -0.48797, 0.62716], [1.16425, -1.76059, -0.83487], [-1.10083, 0.98171, -0.26908], [-0.83953, -1.35862, -0.21171]], "mulliken_charge": [-0.554, -0.391, 0.005, -0.028, 0.298, 0.246, 0.340, 0.332, 0.320, 0.366, -0.421, -0.512], "molar_mass_g_mol": 82.11, "smiles": "C1=N[C@@H]2C[C@@H]2N1"}

--- 2 ---
{"formula": "C4H6N2", "method": "ωB97M-V/def2-TZVPD", "elements": ["N", "C", "C", "N", "C", "C", "H", "H", "H", "H", "H", "H"], "positions_angstrom": [[2.70684, 1.47141, -0.12877], [1.97676, 0.57513, -0.11132], [1.04995, -0.56716, -0.14480], [-0.13529, -0.34475, 0.67298], [-1.41507, -0.57123, 0.01866], [-0.96645, 0.80168, 0.34669], [0.81691, -0.76338, -1.20396], [1.57887, -1.44520, 0.24051], [-2.17098, -1.07500, 0.61504], [-1.40315, -0.85119, -1.03595], [-0.66414, 1.44688, -0.47802], [-1.37424, 1.32281, 1.20893]], "mulliken_charge": [-0.394, 0.257, -0.327, -0.299, -0.441, -0.258, 0.206, 0.304, 0.244, 0.227, 0.248, 0.235], "molar_mass_g_mol": 82.11, "smiles": "N#CCN1CC1"}

Relative calculated energies, zero for the most stable structure, unit hartree: 1 0.0424; 2 0.0000.

--- 1 ---
{"formula": "C5H12O2", "method": "ωB97M-V/def2-TZVPD", "elements": ["C", "O", "C", "C", "C", "C", "H", "H", "H", "H", "H", "H", "H", "H", "H", "H", "H", "H", "O"], "positions_angstrom": [[0.05170, -0.13023, -1.79707], [0.83838, 1.03223, -1.76856], [0.41310, -1.16416, -0.80479], [-0.49705, -1.14866, 0.44875], [-1.53465, -2.28710, 0.61683], [-1.35204, -2.97485, 1.74276], [-1.04692, 0.01398, -1.83629], [0.20801, -0.49759, -2.84784], [0.54868, 1.72602, -1.08179], [1.46258, -0.97018, -0.51831], [0.30455, -2.18506, -1.18753], [0.06818, -1.17154, 1.40642], [-1.05236, -0.19984, 0.50067], [-2.38495, -2.24043, -0.06963], [-2.23159, -3.60748, 2.10009], [-0.47138, -2.74530, 2.34949], [1.87731, 6.34899, 1.57958], [2.21324, 6.20701, 0.15191], [2.58521, 5.99420, 1.01533]], "mulliken_charge": [-0.625, -0.533, -0.345, -0.744, -0.150, -0.651, 0.343, 0.286, 0.313, 0.264, 0.383, 0.281, 0.361, 0.333, 0.235, 0.249, 0.320, 0.318, -0.638], "molar_mass_g_mol": 104.15, "smiles": "C=CCCCO.O"}

--- 2 ---
{"formula": "C5H12O2", "method": "ωB97M-V/def2-TZVPD", "elements": ["C", "C", "C", "O", "C", "C", "O", "H", "H", "H", "H", "H", "H", "H", "H", "H", "H", "H", "H"], "positions_angstrom": [[2.32706, 0.42614, 1.10463], [0.93579, 0.74031, 0.56298], [0.19535, -0.50999, 0.09590], [0.20070, -1.40845, 1.18707], [-1.25690, -0.21237, -0.30110], [-1.37739, 0.62014, -1.56821], [-1.88113, -1.48358, -0.46648], [2.25867, -0.29983, 1.91633], [2.96599, -0.00817, 0.32801], [2.80980, 1.33512, 1.48050], [0.33853, 1.21932, 1.34978], [1.01892, 1.46204, -0.25606], [0.73692, -0.94680, -0.76876], [-0.44371, -2.10241, 0.98150], [-1.71597, 0.28557, 0.56474], [-0.88526, 0.07840, -2.38174], [-2.43037, 0.78784, -1.83185], [-0.88276, 1.58803, -1.44345], [-2.83337, -1.32968, -0.44774]], "mulliken_charge": [-1.272, -0.463, 0.095, -0.565, 0.250, -1.305, -0.576, 0.301, 0.313, 0.382, 0.321, 0.287, 0.214, 0.348, 0.298, 0.313, 0.373, 0.353, 0.334], "molar_mass_g_mol": 104.15, "smiles": "CC[C@@H](O)[C@@H](C)O"}

--- 3 ---
{"formula": "C5H12O2", "method": "ωB97M-V/def2-TZVPD", "elements": ["C", "C", "O", "H", "H", "H", "H", "C", "C", "C", "O", "H", "H", "H", "H", "H", "H", "H", "H"], "positions_angstrom": [[-0.60823, 0.41856, 2.50738], [-0.81517, 1.64111, 2.04070], [-1.41445, 2.62372, 2.85929], [-0.21827, -0.34524, 1.78202], [-0.78411, 0.18420, 3.56022], [-0.57638, 2.01826, 1.02914], [-1.18415, 3.47167, 2.45753], [1.59543, -0.09763, -0.99594], [0.30743, -0.90657, -0.94375], [0.01640, -1.64966, -2.26801], [-0.79801, -0.00243, -0.68248], [1.67666, 0.63822, -0.19343], [1.61377, 0.52853, -1.90716], [2.48216, -0.73431, -0.99718], [0.39991, -1.63415, -0.15238], [0.87938, -2.33867, -2.45590], [-0.12756, -0.98540, -3.11457], [-0.90313, -2.28356, -2.13473], [-1.54165, -0.54663, -0.39074]], "mulliken_charge": [-0.616, 0.240, -0.503, 0.092, 0.275, 0.184, 0.333, -1.277, 0.492, -1.223, -0.551, 0.297, 0.322, 0.368, 0.248, 0.337, 0.319, 0.330, 0.334], "molar_mass_g_mol": 104.15, "smiles": "CC(C)O.C=CO"}

Relative calculated energies, zero for the most stable structure, unit hartree: 1 0.0717; 2 0.0000; 3 0.0460.